1 | # C5H12N2O2

A molecular structure, C5H12N2O2 (ωB97M-V with the def2-TZVPD basis set, the OMol25 dataset).

Geometry (Å):
C -1.30076 0.57584 -0.49869
C -2.74566 0.11481 -0.54329
N -0.91979 0.99224 0.88586
H -1.44835 1.80157 1.21283
H -1.09146 0.22239 1.53087
H -1.16484 1.46365 -1.12144
H -0.37109 -0.20291 -0.78383
H -3.06590 -0.04366 -1.57102
H -2.89268 -0.79764 0.03836
H -3.42222 0.87126 -0.13031
C 1.15000 -1.46358 0.89986
C 2.23818 0.89657 -0.35112
C 1.68971 -0.86498 -0.37844
O 1.54892 1.62056 0.41843
N 2.45373 -1.62689 -1.04847
O 3.01394 1.16038 -1.21301
H 0.39011 1.28706 0.80471
H 2.95496 -1.13042 -1.78905
H 0.08074 -1.64332 0.75638
H 1.62585 -2.41937 1.11439
H 1.27661 -0.81356 1.76696

As for the HOMO energy: -8.35 eV. The calculation puts the HOMO-LUMO gap at 8.68 eV. The net charge is 0. Its spin multiplicity is 1.

=====

2 | # C5H12N2O2

2 unconnected molecules or ions with the total composition C5H12N2O2 (ωB97M-V with the def2-TZVPD basis set, the OMol25 dataset).

Geometry (Å):
C 1.16350 -1.45420 0.68885
C -0.85771 -0.69628 -1.43368
C -1.39863 1.41492 0.05651
C 1.09547 -0.05721 0.65850
C -1.04906 -0.06423 -0.06417
N 1.73793 0.65300 -0.37775
N -1.69778 -0.72665 0.93953
O 2.76034 1.65208 0.03177
O 1.50453 -2.18130 -0.25958
H 0.83558 -1.80670 1.71977
H -0.93800 -0.04306 -2.21283
H 0.13075 -1.19802 -1.42350
H -1.46060 -1.64522 -1.34623
H -0.73418 1.98028 0.86444
H -1.21168 1.91835 -0.86981
H -2.41007 1.37941 0.33587
H 1.02866 0.61814 1.60141
H 2.14578 0.05745 -1.07769
H -1.71983 -0.32140 1.85024
H 2.69898 2.22892 -0.76538
H -1.62399 -1.70829 1.08373

As for the HOMO energy (spin up / spin down): -7.02 / -7.02 eV. The calculation puts the HOMO-LUMO gap (spin up / spin down) at 7.54 / 7.54 eV. The net charge is 0. Its spin multiplicity is 1.

=====

Referenced to the most stable arrangement, the calculated values in kJ/mol are 1 0.0; 2 277.3.

=====

1 | # C5H12N2O2

2 unconnected molecules or ions with the total composition C5H12N2O2 (ωB97M-V with the def2-TZVPD basis set, the OMol25 dataset).

Geometry (Å):
C 1.91094 -0.48965 -0.37734
C 1.12231 0.76497 -0.04433
C 1.12501 1.11003 1.43608
C -0.38641 0.80311 -0.84926
N -1.26029 1.69268 -0.26069
O -0.39513 0.57296 -2.05447
H 1.53471 -1.34094 0.19975
H 2.96549 -0.37720 -0.10716
H 1.81576 -0.73411 -1.43893
H 1.58202 1.60215 -0.57978
H 0.69895 2.10112 1.61267
H 2.14804 1.15347 1.82485
H 0.56525 0.36934 2.01564
H -1.45821 1.56618 0.72453
H -2.08658 1.86012 -0.82062
N -1.82811 -2.29008 -0.68593
C -1.50622 -1.35479 0.23077
O -2.03504 -1.18622 1.31211
H -1.59699 -2.14002 -1.65871
H -2.43858 -3.05324 -0.42546
H -0.47692 -0.62988 -0.05371

As for the HOMO energy: -9.41 eV. Its structure (SMILES) is CC(C)C(N)=O.NC=O. The calculation puts the HOMO-LUMO gap at 10.30 eV. The net charge is 0. Its spin multiplicity is 1.

=====

2 | # C5H12N2O2

C5H12N2O2 in the gas phase (ωB97M-V with the def2-TZVPD basis set, the OMol25 dataset).

Geometry (Å):
H 2.43279 1.46175 -0.10210
N 2.50115 1.44607 0.96766
C 1.65171 0.63360 1.49235
N 0.64483 -0.11339 0.84499
O -0.32521 -0.49715 1.80956
C 0.02460 0.37741 -0.37918
C -1.01701 1.43996 -0.16066
C -0.41554 -0.88641 -1.12900
C -0.92212 -0.62862 -2.55771
O -1.34618 -1.65674 -0.36786
H 1.62321 0.46296 2.56499
H -0.80217 -1.24518 1.30132
H 0.89036 0.73816 -0.93423
H -1.93064 1.13565 0.38595
H -0.58109 2.24768 0.42778
H -1.35716 1.88177 -1.10649
H 0.42101 -1.58465 -1.18794
H -0.98086 -1.59024 -3.05864
H -1.88771 -0.08825 -2.67107
H -0.24191 -0.00109 -3.16193
H -2.16644 -1.13180 -0.27456

As for the HOMO energy: -8.68 eV. Its structure (SMILES) is [H]/N=C\N(O)[C@H](C)[C@H](C)O. The calculation puts the HOMO-LUMO gap at 9.28 eV. The net charge is 0. Its spin multiplicity is 1.

=====

Referenced to the most stable arrangement, the calculated values in kJ/mol are 1 0.0; 2 157.9.